The following is a quantum chemistry calculation of C2H7N in the gas phase in a non-equilibrium geometry, from the OMol25 dataset.

Summary:
LUMO: 1.243 eV
SMILES: CCN
Strongest force on any atom: 2.17 eV/A
Net charge: 0
Gap between HOMO and LUMO: 10.6 eV

```
10
Properties=species:S:1:pos:R:3:forces:R:3:mulliken_charge:R:1
C 0.18543 -0.91754 -0.62842 -0.378 0.381 -1.112 -1.103
C -0.22178 -0.04217 0.52451 0.043 -0.757 1.324 -0.175
N -0.29934 1.32349 0.07442 0.441 1.626 1.374 -0.617
H 0.25833 -1.95027 -0.36020 0.186 -0.656 0.224 0.338
H -0.53288 -0.84228 -1.46341 0.064 0.006 0.406 0.290
H 1.13394 -0.57889 -1.06766 0.010 -0.146 0.329 0.297
H -1.25284 -0.27269 0.90001 0.949 -0.275 -0.188 0.274
H 0.53052 -0.20648 1.38454 -1.076 0.203 -0.982 0.230
H 0.61384 1.58197 -0.31180 -0.361 0.105 0.123 0.227
H -0.41521 1.90485 0.94800 0.123 -0.486 -1.499 0.239
```
Forces are in eV/Å.

The following is a quantum chemistry calculation of 2 unconnected molecules or ions with the total composition C2H7N2 in a non-equilibrium geometry, from the OMol25 dataset.

Summary:
LUMO: -7.701 eV
Strongest force on any atom: 1.51 eV/A
Net charge: +1
Gap between HOMO and LUMO: 7.5 eV

```
11
Properties=species:S:1:pos:R:3:forces:R:3:mulliken_charge:R:1
C -0.04937 1.19111 -0.28138 0.113 1.154 0.498 -0.560
C -0.04870 0.72873 0.99521 -0.541 -1.379 0.274 0.401
N 0.37740 -0.45079 1.37018 0.379 0.214 -0.205 -0.265
N -0.23188 -0.99962 -1.73270 -0.545 -0.305 0.465 -0.664
H -0.89122 1.65345 -0.77581 -0.237 -0.425 -0.441 0.346
H -0.47932 1.32967 1.79813 0.265 0.675 -0.237 0.365
H 0.30604 -0.75280 2.33297 0.130 -0.044 -0.170 0.266
H 0.85777 -1.01185 0.67659 -0.352 -0.490 0.271 0.245
H 0.45455 -1.44062 -2.33841 0.170 0.194 0.017 0.293
H -1.01765 -0.72059 -2.31056 -0.058 -0.075 -0.017 0.278
H 0.19942 -0.12687 -1.41002 0.677 0.482 -0.455 0.296
```
Forces are in eV/Å.

The following is a quantum chemistry calculation of a gas-phase ion, C2H7N2 (charge +1) in a non-equilibrium geometry, from the OMol25 dataset.

Summary:
LUMO: -4.032 eV
SMILES: CNC=[NH2+]
Strongest force on any atom: 5.47 eV/A
Net charge: +1
Gap between HOMO and LUMO: 11.4 eV

```
11
Properties=species:S:1:pos:R:3:forces:R:3:mulliken_charge:R:1
C -1.44897 0.36423 0.04002 -2.918 1.668 -2.281 -0.751
N -0.47462 -0.60986 0.03626 5.337 -1.063 0.540 -0.141
C 0.87564 -0.59506 0.12431 -3.384 1.338 -1.210 0.137
N 1.63892 0.37861 -0.22075 3.241 2.947 0.778 -0.334
H -1.23414 1.32044 -0.50945 -0.027 -1.093 0.248 0.301
H -2.34365 -0.17538 -0.42566 0.969 1.363 0.459 0.270
H -1.73558 0.61593 1.02120 -0.316 0.404 1.353 0.333
H -0.79643 -1.51498 -0.07025 -0.828 -2.149 0.296 0.246
H 1.44141 -1.42675 0.36563 0.217 -2.245 0.364 0.371
H 2.68604 0.25473 -0.04117 -2.110 0.222 -0.434 0.293
H 1.39138 1.38810 -0.32014 -0.181 -1.391 -0.113 0.276
```
Forces are in eV/Å.

The following is a quantum chemistry calculation of a gas-phase ion, C2H7N2 (charge +1) in a non-equilibrium geometry, from the OMol25 dataset.

Summary:
LUMO: -8.901 eV
Strongest force on any atom: 1.82 eV/A
Net charge: +1
Gap between HOMO and LUMO: 6.9 eV

```
11
Properties=species:S:1:pos:R:3:forces:R:3:mulliken_charge:R:1
C -0.98969 -1.11401 -0.50538 -0.272 -1.562 0.896 -0.632
N -0.26812 -0.65090 0.58110 -0.562 1.032 -0.135 -0.038
C 0.84642 0.12508 0.27157 0.936 0.274 -1.147 -0.159
N 0.38805 1.53919 0.28258 -0.913 -0.510 0.293 -0.417
H -1.80776 -1.74275 -0.16577 -0.100 -0.002 -0.053 0.293
H -1.43685 -0.25457 -1.05422 0.467 0.464 -0.024 0.384
H -0.36523 -1.65856 -1.23470 0.197 0.423 -0.283 0.374
H 1.58027 -0.02336 1.07528 -0.007 -0.103 0.279 0.330
H 1.32262 -0.07205 -0.69547 -0.188 -0.112 0.023 0.313
H 1.13410 2.18160 0.52137 0.214 -0.109 0.387 0.268
H -0.40379 1.67031 0.92364 0.228 0.203 -0.236 0.285
```
Forces are in eV/Å.

The following is a quantum chemistry calculation of 2 unconnected molecules or ions with the total composition C2H7N2O in a non-equilibrium geometry, from the OMol25 dataset.

Summary:
LUMO: -10.053 eV
Strongest force on any atom: 4.54 eV/A
Net charge: +1
Gap between HOMO and LUMO: 2.0 eV

```
12
Properties=species:S:1:pos:R:3:forces:R:3:mulliken_charge:R:1
N 3.30611 -0.13464 0.52034 0.585 0.454 0.192 -0.670
C -1.56735 0.39568 1.08603 -0.281 0.469 1.304 -0.157
C -0.96512 0.06280 -0.14063 1.881 -1.205 -3.949 0.762
N -1.74670 -0.19631 -1.23019 -0.767 0.673 1.111 -0.368
O 0.26610 -0.05620 -0.26149 -0.857 0.424 1.525 -0.393
H 3.81013 0.05722 -0.33078 -0.008 -0.081 -0.026 0.230
H 3.39703 -1.10236 0.78588 -0.348 0.033 -0.113 0.231
H 2.37332 0.23198 0.46944 -0.063 -0.426 -0.032 0.241
H -0.90943 0.62444 1.92179 0.023 -0.072 0.073 0.315
H -2.64390 0.45606 1.21841 -0.101 0.006 0.038 0.290
H -2.68457 0.17056 -1.27504 -0.213 -0.220 -0.124 0.239
H -1.28515 -0.38036 -2.10995 0.150 -0.055 0.001 0.281
```
Forces are in eV/Å.

The following is a quantum chemistry calculation of 2 unconnected molecules or ions with the total composition C2H7N2O2 in a non-equilibrium geometry, from the OMol25 dataset.

Summary:
LUMO: 3.553 eV
Strongest force on any atom: 1.39 eV/A
Net charge: -1
Gap between HOMO and LUMO: 7.4 eV

```
13
Properties=species:S:1:pos:R:3:forces:R:3:mulliken_charge:R:1
N 0.51188 0.26408 -0.83976 0.125 0.344 -0.320 -0.513
C 1.34120 -0.86719 -1.12846 -0.756 0.436 -1.085 -0.253
N 2.06919 -1.39386 0.02636 0.550 -1.036 -0.597 -0.639
H -0.46649 0.11888 -0.64280 -0.070 -0.307 0.167 0.240
H 0.87506 0.87500 -0.13333 0.158 0.221 0.203 0.208
H 2.01192 -0.64653 -1.97748 0.426 0.473 0.356 0.219
H 0.68563 -1.58111 -1.65067 0.057 -0.483 0.889 0.284
H 2.87448 -1.90639 -0.35465 -0.407 -0.116 0.264 0.237
H 2.52637 -0.64389 0.51919 -0.217 0.535 0.189 0.214
O -2.92375 1.40980 0.30414 0.204 -0.050 0.169 -0.633
C -3.08608 1.44475 1.54728 0.058 -0.197 -0.221 -0.037
O -2.29900 1.15816 2.47362 -0.103 0.116 -0.176 -0.652
H -4.12041 1.76829 1.85658 -0.024 0.064 0.162 0.323
```
Forces are in eV/Å.

The following is a quantum chemistry calculation of 2 unconnected molecules or ions with the total composition C2H7N2O2 in a non-equilibrium geometry, from the OMol25 dataset.

Summary:
LUMO (alpha / beta): 6.828 / 6.761 eV
Spin multiplicity: 2
Strongest force on any atom: 1.74 eV/A
Net charge: -2
Gap between HOMO and LUMO (alpha / beta): 2.6 / 8.4 eV

```
13
Properties=species:S:1:pos:R:3:forces:R:3:mulliken_charge:R:1
N -1.58690 2.11676 -0.81990 -0.540 -0.180 0.000 -0.571
C -2.52143 1.16312 -0.25808 -0.964 -0.101 1.445 -3.576
N -1.98421 0.08896 0.58345 0.487 -0.515 -0.561 -0.365
H -0.97352 1.58365 -1.42736 0.360 0.242 0.208 0.521
H -1.08474 2.52598 -0.03641 0.344 -0.070 -0.261 0.544
H -3.17084 0.74808 -1.03561 0.297 0.040 -0.082 0.756
H -3.26129 1.64366 0.41778 0.112 0.280 -0.525 0.960
H -1.93473 0.29327 1.57600 -0.153 0.478 -0.185 0.495
H -1.04725 -0.17831 0.29422 -0.062 -0.107 -0.060 0.267
O 2.40187 -2.06792 0.96844 0.128 0.393 0.074 -0.632
C 2.50434 -1.31342 -0.02730 -0.276 -0.923 -0.462 -0.149
O 1.75110 -0.43050 -0.47152 0.120 0.208 0.278 -0.511
H 3.38212 -1.57779 -0.70631 0.147 0.254 0.132 0.263
```
Forces are in eV/Å.

The following is a quantum chemistry calculation of 2 unconnected molecules or ions with the total composition C2H7N2O2 in a non-equilibrium geometry, from the OMol25 dataset.

Summary:
LUMO (alpha / beta): -5.972 / -6.747 eV
Strongest force on any atom: 1.83 eV/A
Net charge: +1
Gap between HOMO and LUMO (alpha / beta): 8.7 / 6.7 eV

```
13
Properties=species:S:1:pos:R:3:forces:R:3:mulliken_charge:R:1
C -0.20444 -1.13680 -0.16693 -0.321 0.194 -0.035 -0.683
C 0.88033 -0.07820 -0.19491 0.600 -0.500 -0.859 -0.333
N -1.85533 0.57522 -0.68832 -0.408 1.512 -0.244 -0.200
N 0.35549 1.18269 0.18943 -1.164 1.247 0.667 0.057
O -2.70858 0.68669 0.21487 0.028 0.161 0.363 -0.134
O 0.87317 2.18036 -0.45989 0.036 -1.007 -0.143 -0.232
H -1.12086 -0.62737 -0.63696 0.870 -1.350 0.125 0.248
H 0.02378 -1.98730 -0.80438 0.057 -0.028 0.086 0.361
H -0.49709 -1.44490 0.83216 0.008 -0.006 0.043 0.351
H 1.40768 -0.03037 -1.15472 -0.096 0.058 0.100 0.411
H 1.62206 -0.32717 0.58465 -0.006 0.208 -0.053 0.322
H -3.63677 0.44363 -0.06344 0.511 -0.124 -0.185 0.417
H 0.56718 3.02260 -0.06090 -0.114 -0.365 0.134 0.414
```
Forces are in eV/Å.

The following is a quantum chemistry calculation of a gas-phase ion, C2H7N2O2 (charge +1) in a non-equilibrium geometry, from the OMol25 dataset.

Summary:
LUMO: -5.661 eV
SMILES: CN(O)[N+](C)=O
Strongest force on any atom: 4.76 eV/A
Net charge: +1
Gap between HOMO and LUMO: 10.3 eV

```
13
Properties=species:S:1:pos:R:3:forces:R:3:mulliken_charge:R:1
C -0.26645 -1.74051 0.21075 -3.319 1.400 1.781 -0.750
N -0.22502 -0.26097 -0.14080 -1.226 -2.932 -0.696 0.277
O 0.00872 0.10773 -1.41719 2.385 0.905 0.546 -0.412
N 0.14332 0.54089 0.80279 0.799 -0.588 -0.443 0.778
C 0.58627 1.85053 0.38464 -1.282 3.806 2.557 -0.663
O 0.20261 0.12199 1.92663 -0.183 0.897 0.453 -0.578
H -0.08249 -1.72340 1.29597 0.803 -0.612 -0.751 0.344
H 0.33141 -2.29813 -0.44573 0.990 -0.523 -0.718 0.331
H -1.35081 -2.09648 0.22776 1.308 0.564 -0.672 0.328
H -0.68445 0.04748 -2.07064 -1.515 -0.414 0.365 0.390
H 1.39107 1.77720 -0.32561 -0.003 -0.030 -0.412 0.318
H 0.93739 2.42566 1.37272 -0.765 -1.543 -2.257 0.316
H -0.37640 2.40454 0.02095 2.008 -0.930 0.245 0.323
```
Forces are in eV/Å.

The following is a quantum chemistry calculation of 2 unconnected molecules or ions with the total composition C2H7N2S in a non-equilibrium geometry, from the OMol25 dataset.

Summary:
LUMO: 4.217 eV
Strongest force on any atom: 1.66 eV/A
Net charge: -1
Gap between HOMO and LUMO: 7.1 eV

```
12
Properties=species:S:1:pos:R:3:forces:R:3:mulliken_charge:R:1
C -2.34283 -0.87541 0.71140 1.324 -0.987 0.124 -0.736
S -1.15342 -0.22328 1.95727 -0.594 0.182 0.144 -0.689
H -1.95922 -1.86895 0.43734 -0.484 -0.211 0.327 0.175
H -2.25425 -0.39501 -0.25244 -0.485 0.831 -0.141 0.242
H -3.35745 -0.96401 1.09635 -0.048 0.178 -0.233 0.228
N 1.22336 0.30968 0.12433 -1.066 0.416 0.980 -0.308
C 1.75350 1.19338 -0.73753 -0.080 -1.164 -0.889 0.087
N 2.48609 0.91374 -1.77867 -0.805 0.290 0.410 -0.721
H 1.54476 -0.63721 0.21472 0.237 -0.121 -0.505 0.204
H 0.32838 0.42967 0.72354 0.962 0.077 -0.468 -0.010
H 1.41666 2.20265 -0.57129 0.262 0.578 0.232 0.333
H 2.31442 -0.08526 -1.92503 0.777 -0.070 0.018 0.196
```
Forces are in eV/Å.

The following is a quantum chemistry calculation of a gas-phase ion, C2H7N2S (charge +1) in a non-equilibrium geometry, from the OMol25 dataset.

Summary:
LUMO: -4.518 eV
SMILES: CS/[NH+]=C/N
Strongest force on any atom: 7.57 eV/A
Net charge: +1
Gap between HOMO and LUMO: 9.5 eV

```
12
Properties=species:S:1:pos:R:3:forces:R:3:mulliken_charge:R:1
C -1.98958 -0.93797 -0.13793 -0.962 -0.919 1.120 -0.685
S -1.78970 0.78871 0.21932 3.648 -0.812 0.922 0.110
N 0.13191 0.40616 0.53373 -4.400 3.461 -5.104 -0.408
C 1.00619 0.84889 -0.33601 2.372 -2.589 2.982 0.342
N 2.28865 0.44492 -0.09874 -1.016 -0.183 1.178 -0.370
H -1.44832 -1.14360 -1.06195 -0.276 -0.406 0.201 0.287
H -3.09050 -0.92926 -0.29529 0.505 -0.689 -0.158 0.330
H -1.73314 -1.66405 0.75077 -0.499 1.580 -1.789 0.278
H 0.27373 0.16806 1.42844 1.174 -1.344 3.847 0.253
H 0.66083 1.41070 -1.17539 0.265 0.204 -0.633 0.391
H 3.10339 0.71146 -0.58700 0.421 0.741 -1.151 0.224
H 2.58655 -0.10400 0.76004 -1.232 0.956 -1.417 0.249
```
Forces are in eV/Å.

The following is a quantum chemistry calculation of 2 unconnected molecules or ions with the total composition C2H7N3 in a non-equilibrium geometry, from the OMol25 dataset.

Summary:
LUMO: 0.928 eV
SMILES: [H]/N=N\N.C=C
Strongest force on any atom: 5.56 eV/A
Net charge: 0
Gap between HOMO and LUMO: 10.6 eV

```
12
Properties=species:S:1:pos:R:3:forces:R:3:mulliken_charge:R:1
H -2.45787 -0.53697 0.50859 -1.069 0.545 1.506 0.160
N -2.00212 -1.04780 -0.21589 0.399 -0.665 -0.946 -0.508
N -1.22691 -0.29686 -0.79811 0.928 0.959 -1.009 0.224
N -1.13797 0.99168 -0.35899 1.390 -0.660 -2.360 -0.288
H -0.48529 1.69179 -0.77439 -1.336 -1.337 0.629 0.267
H -1.78240 1.15455 0.32730 -1.700 1.529 2.227 0.148
C 1.68760 -0.36875 0.82061 1.317 2.147 4.960 -0.324
C 1.32320 -0.26043 -0.39688 -0.014 -2.181 -4.167 -0.503
H 2.01260 -1.26526 1.34812 -0.162 -0.093 -0.628 0.228
H 1.75764 0.54263 1.55377 -0.366 -1.518 -1.553 0.152
H 1.33760 -1.19246 -1.04755 -0.071 1.184 0.861 0.158
H 0.97392 0.58789 -0.96658 0.684 0.092 0.480 0.287
```
Forces are in eV/Å.

- The lowest strongest force on any atom belongs to which entry?
  number 6

- The lowest strongest force on any atom belongs to which entry?
  number 6

- Which value of net charge does entry 2 give?
  +1